{
  "formula": "C30H75F6N5O10P",
  "method": "wB97M-V/def2-TZVPD",
  "elements": ["P", "F", "F", "F", "F", "F", "F", "C", "O", "C", "C", "N", "C", "C", "O", "C", "H", "H", "H", "H", "H", "H", "H", "H", "H", "H", "H", "H", "H", "H", "H", "C", "O", "C", "C", "N", "C", "C", "O", "C", "H", "H", "H", "H", "H", "H", "H", "H", "H", "H", "H", "H", "H", "H", "H", "C", "O", "C", "C", "N", "C", "C", "O", "C", "H", "H", "H", "H", "H", "H", "H", "H", "H", "H", "H", "H", "H", "H", "H", "C", "O", "C", "C", "N", "C", "C", "O", "C", "H", "H", "H", "H", "H", "H", "H", "H", "H", "H", "H", "H", "H", "H", "H", "C", "O", "C", "C", "N", "C", "C", "O", "C", "H", "H", "H", "H", "H", "H", "H", "H", "H", "H", "H", "H", "H", "H", "H"],
  "xyz": [[20.446, 15.660, 25.738], [19.066, 16.399, 26.139], [20.785, 15.613, 27.414], [19.886, 14.096, 25.945], [21.907, 14.943, 25.426], [20.236, 15.653, 24.132], [21.163, 17.085, 25.699], [21.923, 6.914, 23.602], [22.295, 5.860, 24.508], [23.501, 5.186, 24.314], [23.349, 4.394, 22.965], [22.320, 3.448, 23.310], [22.415, 2.046, 23.056], [22.716, 1.797, 21.585], [22.763, 0.457, 21.188], [21.539, -0.326, 21.283], [21.035, 7.478, 23.889], [21.552, 6.557, 22.641], [22.556, 7.747, 23.296], [23.486, 4.586, 25.225], [24.465, 5.693, 24.276], [24.284, 3.930, 22.652], [23.124, 5.017, 22.099], [21.753, 3.749, 24.089], [21.555, 1.486, 23.423], [23.170, 1.703, 23.763], [23.666, 2.286, 21.369], [21.957, 2.297, 20.983], [21.697, -1.394, 21.128], [20.695, 0.087, 20.730], [21.249, -0.305, 22.333], [23.666, 19.930, 19.406], [24.789, 20.377, 20.169], [24.359, 20.675, 21.500], [25.589, 20.574, 22.521], [26.826, 21.303, 22.049], [27.957, 20.779, 22.776], [27.937, 21.328, 24.248], [27.894, 22.710, 24.313], [27.334, 23.413, 25.405], [23.854, 20.009, 18.336], [22.838, 20.550, 19.748], [23.452, 18.887, 19.639], [23.696, 19.846, 21.749], [23.721, 21.551, 21.616], [25.815, 19.528, 22.728], [25.271, 20.972, 23.485], [26.735, 22.166, 22.566], [28.768, 21.213, 22.192], [28.136, 19.704, 22.755], [28.916, 21.190, 24.707], [27.290, 20.745, 24.904], [28.117, 23.545, 26.153], [26.428, 23.011, 25.857], [27.121, 24.414, 25.029], [27.683, 16.816, 32.769], [27.063, 16.033, 31.763], [27.140, 16.724, 30.441], [25.956, 16.234, 29.568], [25.756, 14.760, 29.578], [26.819, 14.085, 28.798], [26.428, 12.593, 29.098], [26.305, 12.407, 30.501], [26.374, 11.006, 30.812], [27.699, 16.172, 33.649], [27.220, 17.763, 33.045], [28.761, 16.980, 32.775], [28.084, 16.596, 29.911], [27.060, 17.803, 30.570], [26.169, 16.411, 28.514], [25.020, 16.768, 29.733], [24.903, 14.736, 29.037], [27.630, 14.258, 29.506], [26.775, 14.320, 27.735], [27.133, 11.957, 28.562], [25.417, 12.336, 28.783], [27.258, 10.475, 31.162], [26.121, 10.329, 29.996], [25.731, 10.842, 31.677], [19.290, 23.405, 31.649], [18.443, 23.017, 30.603], [19.208, 22.874, 29.336], [18.381, 22.085, 28.369], [17.068, 22.713, 28.090], [15.997, 21.751, 27.605], [15.600, 20.712, 28.727], [14.974, 21.336, 29.850], [13.792, 20.670, 30.169], [18.928, 22.949, 32.571], [19.234, 24.478, 31.831], [20.267, 22.940, 31.518], [20.071, 22.218, 29.452], [19.442, 23.885, 29.001], [18.354, 21.055, 28.726], [18.977, 22.001, 27.460], [17.357, 23.318, 27.335], [16.495, 21.264, 26.767], [15.066, 22.204, 27.265], [16.436, 20.078, 29.024], [15.063, 19.974, 28.131], [14.146, 19.778, 30.687], [13.083, 20.471, 29.366], [13.201, 21.288, 30.845], [15.695, 8.321, 28.243], [14.527, 9.053, 28.286], [14.487, 10.465, 27.862], [14.701, 11.213, 29.062], [13.537, 11.370, 30.013], [12.446, 12.161, 29.488], [11.462, 12.492, 30.599], [11.893, 13.453, 31.437], [12.794, 12.982, 32.452], [16.095, 8.445, 27.237], [15.654, 7.231, 28.241], [16.388, 8.628, 29.026], [13.487, 10.485, 27.430], [15.056, 10.607, 26.943], [14.875, 12.216, 28.671], [15.507, 10.869, 29.710], [13.230, 10.447, 30.288], [11.932, 11.722, 28.632], [12.885, 13.089, 29.122], [10.918, 11.666, 31.057], [10.699, 13.034, 30.040], [12.768, 11.911, 32.650], [12.248, 13.289, 33.344], [13.797, 13.410, 32.467]],
  "mulliken_charge": [1.174, -0.338, -0.406, -0.370, -0.382, -0.342, -0.338, -0.807, -0.365, -0.612, -0.667, -0.189, -0.625, -0.398, -0.376, -0.734, 0.328, 0.291, 0.343, 0.323, 0.336, 0.448, 0.254, 0.281, 0.432, 0.275, 0.258, 0.335, 0.285, 0.300, 0.283, -0.697, -0.337, -0.622, -0.559, -0.386, -0.679, -0.575, -0.364, -0.749, 0.231, 0.308, 0.283, 0.383, 0.325, 0.388, 0.356, 0.279, 0.326, 0.361, 0.465, 0.403, 0.284, 0.324, 0.254, -0.870, -0.262, -0.582, -0.827, -0.306, -0.588, -0.645, -0.309, -0.848, 0.288, 0.312, 0.336, 0.316, 0.414, 0.401, 0.459, 0.240, 0.333, 0.396, 0.411, 0.412, 0.307, 0.348, 0.265, -0.753, -0.254, -0.527, -0.707, -0.389, -0.655, -0.580, -0.263, -0.786, 0.233, 0.236, 0.336, 0.397, 0.268, 0.361, 0.417, 0.272, 0.390, 0.331, 0.363, 0.431, 0.320, 0.321, 0.238, -0.705, -0.368, -0.399, -0.707, -0.172, -0.591, -0.635, -0.377, -0.777, 0.305, 0.275, 0.251, 0.195, 0.451, 0.291, 0.366, 0.244, 0.352, 0.341, 0.374, 0.358, 0.328, 0.331, 0.271],
  "total_charge": -1,
  "e_lumo_ev": 1.99,
  "homo_ha": -0.25123,
  "spin_multiplicity": 1,
  "homo_lumo_gap_ev": 8.8,
  "de_lowest_kcal_mol": 66.9
}